Molecular formula: C36H40CaF6N12O6P2S3
Method: DFT, ωB97M-V/def2-TZVPD

```
106
Properties=species:S:1:pos:R:3
Ca 0.8647 -0.0182 -0.6914
C 1.8022 -2.1307 4.8226
N 1.0498 -1.4650 3.7744
C 0.1109 -0.4897 3.9636
C -0.2833 -0.0964 2.7175
N 0.3982 -0.8040 1.7737
C 1.2004 -1.6195 2.4274
P 2.3512 -2.8227 1.7021
C 3.5150 -1.6891 0.8902
N 3.2074 -0.6749 0.1061
C 4.3815 -0.0816 -0.2489
C 5.4212 -0.7528 0.3296
N 4.8674 -1.7737 1.0482
C 5.6020 -2.7196 1.8714
C 1.3674 -3.3389 0.2665
N 0.7933 -2.5679 -0.6389
C 0.2602 -3.4078 -1.5744
C 0.5023 -4.7027 -1.2234
N 1.2074 -4.6535 -0.0546
C 1.7276 -5.8045 0.6658
H 1.3064 -1.9554 5.7737
H 2.8179 -1.7373 4.8790
H 1.8442 -3.2021 4.6379
H -0.1808 -0.1660 4.9470
H -0.9948 0.6638 2.4474
H 4.4028 0.7854 -0.8852
H 6.4850 -0.5979 0.2936
H 6.6465 -2.7039 1.5719
H 5.2128 -3.7254 1.7319
H 5.5332 -2.4557 2.9268
H -0.2261 -3.0413 -2.4600
H 0.2524 -5.6342 -1.6994
H 1.3140 -6.7050 0.2199
H 1.4351 -5.7643 1.7130
H 2.8139 -5.8462 0.5990
C -5.4555 5.1578 1.2504
C -4.1921 4.5783 0.6746
C -3.5811 5.1596 -0.4317
C -2.4317 4.6120 -0.9845
C -1.8880 3.4677 -0.4251
C -2.4786 2.8754 0.6814
C -3.6228 3.4315 1.2253
S -0.4252 2.7495 -1.1267
O -0.8309 1.4246 -1.6278
O 0.0610 3.6916 -2.0956
N 0.5486 2.3905 0.0676
C 1.2035 3.3773 0.7819
C 1.0167 4.7385 0.6467
C 1.6785 5.6656 1.4739
C 2.5461 5.2654 2.4470
C 2.7998 3.8825 2.6048
C 3.7070 3.3853 3.5652
C 3.9430 2.0431 3.6483
C 3.2651 1.1938 2.7544
N 2.4032 1.6078 1.8650
C 2.1479 2.9375 1.7743
H -5.5048 6.2343 1.0899
H -5.5256 4.9666 2.3209
H -6.3328 4.7121 0.7769
H -4.0073 6.0560 -0.8660
H -1.9487 5.0609 -1.8416
H -2.0328 1.9839 1.1028
H -4.0855 2.9721 2.0915
H 0.3561 5.1131 -0.1223
H 1.4851 6.7204 1.3231
H 3.0521 5.9778 3.0857
H 4.2139 4.0855 4.2188
H 4.6402 1.6335 4.3677
H 3.4630 0.1223 2.7728
C -5.3139 -2.2633 0.3299
N -4.2249 -3.1309 -0.1142
C -4.2362 -3.1713 -1.5774
N -4.1752 -1.8598 -2.2132
C -5.2695 -1.0421 -1.7011
N -5.2833 -0.9210 -0.2424
C -4.1255 -0.1613 0.2318
P -2.4784 -0.9390 -0.1809
C -2.9353 -2.6535 0.3905
C -2.8803 -1.2168 -1.9818
H -5.2857 -2.1879 1.4192
H -6.2570 -2.7319 0.0388
H -5.1626 -3.6587 -1.8907
H -3.3929 -3.7739 -1.9220
H -6.2114 -1.5017 -2.0097
H -5.2064 -0.0457 -2.1412
H -4.2036 -0.0408 1.3170
H -4.1526 0.8400 -0.2035
H -2.9528 -2.6717 1.4844
H -2.1492 -3.3439 0.0695
H -2.1002 -1.8311 -2.4394
H -2.8531 -0.2486 -2.4883
F 3.8933 0.8101 -5.3103
C 3.8700 0.0508 -4.2242
F 4.7149 0.5730 -3.3233
F 4.2874 -1.1655 -4.5232
S 2.1527 0.0080 -3.4834
O 2.0378 -1.3162 -2.9063
O 2.1324 1.0542 -2.4770
N 1.1555 0.3819 -4.6148
S 0.9274 -0.4853 -5.9280
O 1.8494 -1.5812 -6.0528
O 0.6681 0.3577 -7.0472
C -0.7027 -1.2654 -5.5694
F -1.6495 -0.3649 -5.3281
F -1.0767 -2.0097 -6.6073
F -0.6066 -2.0674 -4.4938
```

Computed properties:
**Relative energy (zero: lowest compared OMol25 entry of this formula, charge and spin)**: 0.0 kJ/mol
**Total charge**: 0
**Kohn-Sham gap**: 7.25 eV
**HOMO**: -7.373 eV
**Calculated total energy**: -153978.3784 eV


Molecular formula: C4H15N2O
Method: DFT, ωB97M-V/def2-TZVPD

```
22
Properties=species:S:1:pos:R:3
C -1.1705 0.2035 -2.1050
N -1.3706 0.0455 -0.6849
C -1.8160 -1.3016 -0.2113
O -0.9183 -1.7458 0.8485
H -0.5971 -0.6641 -2.5353
H -0.6503 1.1156 -2.2626
H -2.0760 0.2090 -2.7060
H -2.0803 0.7011 -0.3497
H -2.8345 -1.3165 0.1980
H -1.7671 -1.9688 -1.0637
H -0.1940 -2.2528 0.4014
C 1.1634 0.3895 2.2059
N 0.9045 0.8861 0.7619
C 2.0458 0.6263 -0.1223
H 0.2892 0.6691 2.8267
H 1.4187 -0.6570 2.0776
H 1.9791 0.9349 2.7362
H 0.7909 1.8956 0.7816
H 0.0245 0.4879 0.2969
H 3.0012 1.0326 0.2815
H 1.7630 1.1516 -1.0281
H 2.0944 -0.4416 -0.3475
```

Computed properties:
**Relative energy (zero: lowest compared OMol25 entry of this formula, charge and spin)**: 154.8 kJ/mol
**Total charge**: +1
**Kohn-Sham gap**: 11.05 eV
**HOMO**: -13.939 eV
**Calculated total energy**: -9412.0577 eV


Molecular formula: C6H15NO
Method: DFT, ωB97M-V/def2-TZVPD

```
23
Properties=species:S:1:pos:R:3
C -1.8392 1.3238 1.3881
C -0.8689 0.8131 2.1275
C 0.4366 0.2551 1.6111
C 0.9501 0.8851 0.3345
N 0.2870 0.3948 -0.8692
C 1.1263 -0.1614 -1.9419
C 1.1787 -1.6798 -1.7974
H -2.8162 1.5788 1.7914
H -1.7700 1.5786 0.3348
H -1.0633 0.5942 3.1734
H 0.3364 -0.8276 1.5377
H 1.1475 0.4176 2.4269
H 2.0120 0.6692 0.2324
H 0.9763 1.9770 0.4103
H -0.4324 1.0087 -1.2159
H 2.1315 0.2568 -1.8783
H 0.6403 0.1215 -2.8723
H 1.7791 -2.1680 -2.5714
H 1.5599 -1.9278 -0.8083
H 0.1790 -2.0948 -1.9303
O -2.0972 -1.3843 0.2400
H -2.5386 -0.5721 0.5153
H -1.3150 -1.0583 -0.2385
```

Computed properties:
**Relative energy (zero: lowest compared OMol25 entry of this formula, charge and spin)**: 186.6 kJ/mol
**SMILES**: C=CCCNCC.O
**Total charge**: 0
**Kohn-Sham gap**: 9.99 eV
**HOMO**: -9.014 eV
**Calculated total energy**: -10001.8232 eV


Molecular formula: C36H32AlN3OP
Method: DFT, ωB97M-V/def2-TZVPD

```
74
Properties=species:S:1:pos:R:3
Al -0.3440 0.4997 -0.3699
C 1.9572 3.7292 -1.8645
C 1.0816 3.0120 -1.0534
N 0.7838 1.7354 -1.2989
C 1.3504 1.1212 -2.3825
C 2.2386 1.7592 -3.2339
C 2.5382 3.1081 -2.9461
C 2.7874 1.0237 -4.3436
C 2.4369 -0.2629 -4.5637
C 1.5021 -0.9307 -3.6964
C 1.0690 -2.2644 -3.8616
C 0.1684 -2.8127 -2.9788
C -0.3169 -2.0398 -1.9242
N 0.0706 -0.7772 -1.7530
C 0.9740 -0.2350 -2.6216
H 2.1690 4.7622 -1.6276
H 0.6189 3.4736 -0.1905
H 3.2244 3.6519 -3.5848
H 3.4860 1.5237 -5.0019
H 2.8510 -0.8100 -5.4008
H 1.4495 -2.8517 -4.6894
H -0.1738 -3.8323 -3.0870
H -1.0189 -2.4483 -1.2081
C -2.3199 1.6069 -3.0276
C -3.3536 1.4644 -1.9182
C -3.8753 0.0352 -1.7921
C -2.8666 2.0297 -0.5826
C -4.0169 2.2892 0.3934
O -3.7121 1.4487 1.5409
C -2.5772 0.8399 1.3791
N -1.9857 1.0976 0.2194
C -2.1665 0.0106 2.5360
C -3.1227 -0.0912 3.5527
C -2.8621 -0.7979 4.7152
C -1.6309 -1.4023 4.8943
C -0.6660 -1.3065 3.8993
C -0.9170 -0.6218 2.7185
P 0.4756 -0.5475 1.5682
C 0.9979 -2.2172 1.1803
C 2.2191 -2.3987 0.5242
C 2.5962 -3.6694 0.1172
C 1.7552 -4.7523 0.3490
C 0.5331 -4.5705 0.9838
C 0.1471 -3.3031 1.3993
C 1.7896 0.4018 2.3428
C 1.6258 1.7890 2.4054
C 2.5437 2.5700 3.0856
C 3.6339 1.9646 3.7028
C 3.7967 0.5876 3.6498
C 2.8733 -0.2015 2.9765
H -2.7258 1.2699 -3.9810
H -1.4369 0.9849 -2.8548
H -1.9869 2.6397 -3.1482
H -4.1979 2.1109 -2.1790
H -3.0705 -0.6785 -1.5846
H -4.3456 -0.2766 -2.7234
H -4.6226 -0.0749 -1.0040
H -2.2983 2.9446 -0.7583
H -4.9829 1.9685 0.0151
H -4.0811 3.3107 0.7554
H -4.0827 0.3885 3.4385
H -3.6222 -0.8628 5.4818
H -1.4135 -1.9448 5.8049
H 0.2991 -1.7760 4.0538
H 2.8866 -1.5613 0.3520
H 3.5530 -3.8184 -0.3660
H 2.0608 -5.7452 0.0456
H -0.1135 -5.4178 1.1708
H -0.8006 -3.1742 1.9072
H 0.7520 2.2630 1.9638
H 2.4117 3.6419 3.1494
H 4.3540 2.5709 4.2362
H 4.6410 0.1232 4.1416
H 3.0048 -1.2763 2.9523
```

Computed properties:
**Total charge**: +3
**Kohn-Sham gap**: 7.52 eV
**HOMO**: -17.058 eV
**Calculated total energy**: -60235.8187 eV


Molecular formula: C4H6N2O
Method: DFT, ωB97M-V/def2-TZVPD

```
13
Properties=species:S:1:pos:R:3
H -2.5818 1.1218 -1.0364
N -1.8547 0.8315 -0.3887
C -1.1018 -0.0483 -0.8995
C -1.2721 -0.6024 -2.2447
N -1.4582 -1.0039 -3.3127
O -0.0470 -0.6019 -0.3052
C 0.2999 -0.1551 1.0233
C 1.7891 0.1197 1.0408
H -0.2886 0.7288 1.2750
H 0.0232 -0.9662 1.7042
H 2.0369 0.9386 0.3590
H 2.1033 0.4043 2.0500
H 2.3519 -0.7669 0.7350
```

Computed properties:
**Relative energy (zero: lowest compared OMol25 entry of this formula, charge and spin)**: 146.0 kJ/mol
**SMILES**: [H]/N=C(\C#N)OCC
**Total charge**: 0
**Kohn-Sham gap**: 11.46 eV
**HOMO**: -10.851 eV
**Calculated total energy**: -9271.9888 eV


- Which formula does entry 3 have?
  C6H15NO


- Look up the total charge of the fifth one.
  0


- HOMO of number 3 (C6H15NO)?
  -9.014 eV